(1)
Molecular formula: H60O30
Method: DFT, wB97M-V/def2-TZVPD

Output
Highest occupied orbital energy: -9.9 eV
Molar mass: 540.5 Da
2S+1: 1
E: -2293.2156 hartree
Kohn-Sham gap: 8.620 eV
ΔE to the lowest compared entry with this formula, charge and spin: 85.2 kcal/mol

Last column: Mulliken charge in e.
Geometry (Å):
O -0.07921 0.65597 2.92107  -0.17
H -0.85559 0.41754 2.41449  -0.04
H 0.21121 1.48440 2.53951  0.39
O 4.02878 3.34224 0.65251  -0.65
H 4.21700 3.73591 -0.19945  0.34
H 3.09030 3.15538 0.62846  0.35
O -1.75587 -5.73340 -0.38635  -0.64
H -1.95925 -4.82029 -0.58905  0.28
H -2.38178 -6.23941 -0.90444  0.29
O 4.45913 1.99242 -3.07432  -0.65
H 5.28393 2.42121 -2.84608  0.26
H 4.72221 1.16337 -3.47393  0.28
O -2.26553 -2.47388 -0.99666  0.01
H -1.42435 -2.40543 -1.44830  -0.08
H -2.84946 -2.88008 -1.63717  0.33
O 1.44364 2.62503 -4.72842  -0.64
H 2.30219 2.32787 -4.42709  0.28
H 1.01074 2.94855 -3.93837  0.34
O -3.82850 -2.76868 2.62086  -0.64
H -4.39700 -2.92727 1.86727  0.39
H -3.19974 -3.49018 2.60319  0.27
O 0.59575 2.99636 1.08680  -0.44
H -0.05734 3.44214 0.54737  0.25
H 0.87466 2.24918 0.55749  0.06
O -2.20887 -1.36619 -3.93182  -0.54
H -1.83911 -0.65438 -4.45416  0.31
H -1.92015 -1.18285 -3.03781  0.23
O -2.03214 3.11728 4.28638  -0.61
H -2.36661 2.47508 3.66032  0.29
H -1.46810 2.61117 4.87114  0.38
O 2.33583 -1.79486 -3.46697  -0.68
H 2.29466 -1.14819 -2.76245  0.28
H 3.27155 -1.91065 -3.63208  0.26
O -0.36096 -3.37380 3.90460  -0.62
H 0.23002 -2.62157 3.87104  0.34
H -0.25593 -3.79967 3.05382  0.26
O -5.29143 -0.71757 -0.31653  -0.62
H -6.21748 -0.54786 -0.14375  0.26
H -5.13794 -0.34826 -1.18618  0.30
O 1.96135 -1.60038 3.70627  -0.59
H 2.65736 -2.09829 3.27744  0.36
H 1.88729 -0.79783 3.18990  0.22
O 0.76342 4.38036 -2.43451  -0.62
H 1.68823 4.38869 -2.18778  0.35
H 0.52940 5.30461 -2.51962  0.29
O -5.01422 -3.34429 0.15777  -0.71
H -4.82966 -3.84310 -0.63808  0.32
H -4.96562 -2.42847 -0.11632  0.41
O 0.55876 -2.39157 0.37125  -0.25
H 0.85342 -3.17442 0.83661  0.10
H -0.00755 -1.93951 0.99667  0.02
O -0.27518 0.74304 5.48686  -0.73
H 0.06881 0.95668 4.61953  0.34
H -1.08982 0.27168 5.31250  0.30
O 3.50537 4.11708 -2.00169  -0.83
H 4.23675 4.72778 -2.09310  0.27
H 3.77184 3.34669 -2.50342  0.53
O -3.51290 1.30592 2.39159  -0.58
H -4.32311 0.92651 2.73194  0.25
H -3.52893 1.10604 1.45564  0.26
O 2.80496 -0.35660 -0.49348  -0.45
H 3.57398 0.18501 -0.67096  0.24
H 2.99791 -0.78072 0.34265  0.17
O -1.31428 2.93004 -1.16011  -0.55
H -1.02299 2.02175 -1.24012  0.15
H -0.67385 3.43268 -1.66354  0.33
O -0.02848 -2.55146 -2.23824  -0.60
H 0.32731 -2.65754 -1.35598  0.11
H 0.74255 -2.47992 -2.80094  0.39
O -1.81085 -1.10186 1.43457  -0.15
H -2.09135 -1.58745 0.65884  -0.09
H -2.55653 -1.15331 2.03253  0.22
O 5.25023 -2.39048 -2.09956  -0.59
H 5.07965 -1.98853 -1.24775  0.28
H 6.08333 -2.01227 -2.38087  0.31
O 0.16190 0.52883 -0.05420  0.24
H -0.53046 -0.12624 0.03371  -0.05
H 0.96070 0.01777 -0.18443  0.15
O -3.44512 4.26336 0.28259  -0.64
H -2.73355 3.71759 -0.05213  0.37
H -3.08615 5.15069 0.28522  0.29
O -1.82312 -4.13589 -3.91070  -0.64
H -1.84502 -3.62041 -4.71696  0.29
H -1.16389 -3.70393 -3.36752  0.39
O 3.83188 -2.13832 1.64167  -0.63
H 4.29194 -2.97619 1.59107  0.26
H 4.40167 -1.58345 2.17431  0.33
O 1.12881 5.04174 3.11181  -0.62
H 0.87931 4.42035 2.42781  0.43
H 0.45525 5.72091 3.07635  0.30

=====

(2)
Molecular formula: C4H7NO
Method: DFT, wB97M-V/def2-TZVPD

Output
Highest occupied orbital energy: -9.4 eV
Molar mass: 85.1 Da
2S+1: 1
E: -286.4343 hartree
Kohn-Sham gap: 9.358 eV
ΔE to the lowest compared entry with this formula, charge and spin: 123.8 kcal/mol

Last column: Mulliken charge in e.
Geometry (Å):
C 2.60007 -0.26904 0.51624  -1.05
C 1.13775 -0.17009 0.30056  0.92
O 0.40069 0.83440 0.48708  -0.52
C 0.07436 -1.00110 0.02659  -0.57
C -2.83612 0.29718 -0.25841  -0.26
N -2.26829 0.93374 -1.19721  -0.62
H 3.10059 -0.44934 -0.44073  0.29
H 2.80987 -1.11890 1.17234  0.31
H 2.96910 0.65800 0.96023  0.29
H -0.31208 -0.99484 -0.99529  0.30
H -2.44647 0.21968 0.76375  0.27
H -3.77169 -0.23205 -0.46060  0.27
H -1.40610 1.35606 -0.83780  0.35

=====

(3)
Molecular formula: C2H11N2
Method: DFT, wB97M-V/def2-TZVPD

Output
Highest occupied orbital energy: -14.7 eV
Molar mass: 63.1 Da
2S+1: 1
E: -192.0590 hartree
Kohn-Sham gap: 11.290 eV
ΔE to the lowest compared entry with this formula, charge and spin: 17.4 kcal/mol
Charge: +1

Last column: Mulliken charge in e.
Geometry (Å):
N -1.19379 -1.03591 -2.20308  -0.76
H -0.65652 -1.77559 -2.64045  0.27
H -2.08848 -1.47815 -2.00709  0.28
H 0.91437 -1.05033 -0.45615  0.34
H -1.40579 -0.29652 -2.86185  0.25
C 0.18192 1.34381 1.71462  -1.04
C 0.84222 0.72623 0.49622  -0.36
N 0.42137 -0.72514 0.37542  -0.35
H -0.40282 2.17970 1.31330  0.29
H -0.59262 0.76290 2.19100  0.38
H 0.84535 1.61734 2.54961  0.33
H 0.61906 1.19574 -0.45434  0.36
H 1.92693 0.76121 0.67855  0.32
H -0.60028 -0.75342 0.29333  0.36
H 0.76674 -1.34161 1.11721  0.33

=====

(4)
Molecular formula: C6H6O
Method: DFT, wB97M-V/def2-TZVPD

Output
Highest occupied orbital energy (alpha / beta): -7.6 / -8.1 eV
Molar mass: 94.1 Da
2S+1: 1
E: -307.2063 hartree
Kohn-Sham gap (alpha / beta): 7.423 / 8.012 eV
ΔE to the lowest compared entry with this formula, charge and spin: 161.4 kcal/mol

Last column: Mulliken charge in e.
Geometry (Å):
C 2.76368 -0.56264 0.56304  -0.22
C 1.57439 -0.52178 0.37716  -0.83
C 0.28499 -0.17810 -0.06732  1.15
C -0.05207 0.99855 -0.59271  -0.43
C -1.52951 1.01486 -0.73935  -0.38
O -1.95267 -0.24741 -0.16033  -0.33
C -0.85812 -0.93877 0.35440  -0.65
H 3.60088 -0.98773 1.05235  0.36
H 0.64260 1.81167 -0.76058  0.43
H -2.00382 1.81932 -0.17708  0.25
H -1.82494 1.11561 -1.80612  0.25
H -1.12076 -1.98984 0.37435  0.33
H 0.47534 -1.33372 1.58221  0.07

=====

(5)
Molecular formula: C28H48BClN6O5S
Method: DFT, wB97M-V/def2-TZVPD

Output
SMILES string: C[C@@H](Cl)Cc1c(B(O)N(C)C)c(-c2ccncc2)cc2nsnc12.COCCNCCOC.COCCNCCOC
Highest occupied orbital energy: -8.3 eV
Molar mass: 627.1 Da
2S+1: 1
E: -2682.9659 hartree
Kohn-Sham gap: 6.670 eV
ΔE to the lowest compared entry with this formula, charge and spin: 446.7 kcal/mol

Last column: Mulliken charge in e.
Geometry (Å):
C 4.34018 -6.65934 -4.03035  -0.90
C 4.97878 -5.15171 -4.11012  -0.05
Cl 5.67587 -4.81412 -5.83039  -0.20
C 4.01006 -3.95317 -3.55189  -0.79
C 2.47488 -3.97238 -4.12655  0.00
C 1.14333 -4.35132 -3.18796  0.61
B 1.27899 -4.76497 -1.57457  0.61
O 2.07927 -3.85134 -0.69496  -0.73
N 0.56757 -5.99870 -1.05114  0.05
C 1.03542 -6.41254 0.32614  -0.90
C 0.55803 -7.14156 -2.04161  -0.60
C -0.38273 -4.30662 -3.84257  0.16
C -1.76378 -4.62417 -2.95420  0.27
C -2.18630 -3.68176 -1.65066  -0.13
C -3.58878 -4.07047 -0.89830  -0.38
N -4.55071 -5.17223 -1.24160  -0.46
C -4.13757 -6.01560 -2.41417  -0.24
C -2.80108 -5.86207 -3.34920  -0.33
C -0.67793 -3.93917 -5.44740  -0.62
C 0.60638 -3.56143 -6.39376  0.42
N 0.53800 -3.15967 -7.85477  -0.56
S 2.17913 -2.82128 -8.36900  0.20
N 3.01647 -3.13482 -6.82824  -0.48
C 2.10046 -3.56973 -5.70577  0.29
H 4.18763 -6.96801 -2.88802  0.18
H 3.39007 -6.83589 -4.69024  0.23
H 5.18797 -7.40082 -4.42580  0.39
H 5.93891 -5.15919 -3.40064  0.36
H 4.08600 -3.98572 -2.36550  0.24
H 4.50049 -2.91055 -3.86172  0.41
H 1.44138 -3.58574 0.05771  0.22
H 1.13776 -5.51090 1.09363  0.23
H 0.22094 -7.13498 0.81594  0.31
H 2.01503 -7.04266 0.20772  0.28
H 1.54825 -7.24416 -2.67914  0.11
H 0.32388 -8.15092 -1.45199  0.35
H -0.32125 -7.05417 -2.84253  0.08
H -1.54293 -2.75265 -1.27939  0.18
H -3.89445 -3.36950 0.01930  0.28
H -4.88814 -6.89109 -2.72565  0.28
H -2.60047 -6.58482 -4.27171  0.34
H -1.79440 -3.94285 -5.86557  0.28
C 0.73080 2.62291 3.16662  -0.94
O 0.05736 3.23243 2.07275  -0.17
C 0.92541 3.55722 0.98320  -0.81
C 0.65092 2.64397 -0.22468  -0.29
N 1.08116 1.26711 0.03570  -0.28
C 0.60164 0.30238 -0.95942  -0.68
C -0.92346 0.10909 -1.08375  -0.60
O -1.52589 -0.50157 0.05899  -0.43
C -1.84574 0.39883 1.11077  -0.62
H 0.03599 2.57617 4.01066  0.21
H 1.02917 1.60142 2.91787  0.40
H 1.60524 3.20573 3.46850  0.37
H 1.98361 3.52820 1.27053  0.42
H 0.69429 4.58786 0.69470  0.36
H 1.18566 3.03186 -1.09930  0.41
H -0.42310 2.69305 -0.43139  0.17
H 0.73980 0.97986 0.94867  0.07
H 1.04181 -0.66501 -0.68978  0.38
H 1.01114 0.57092 -1.94010  0.40
H -1.09137 -0.58850 -1.91291  0.42
H -1.44817 1.02969 -1.36076  0.40
H -2.11943 1.39197 0.74326  0.31
H -1.01413 0.46367 1.81121  0.16
H -2.69806 -0.00914 1.66062  0.35
C -0.76920 8.35019 7.20298  -0.70
O -1.44264 8.95971 6.10911  -0.34
C -0.57459 9.28449 5.01957  -0.78
C -0.84908 8.37124 3.81168  -0.22
N -0.41884 6.99438 4.07206  -0.25
C -0.89836 6.02966 3.07695  -0.23
C -2.42346 5.83636 2.95261  -0.63
O -3.02589 5.22571 4.09535  -0.45
C -3.34574 6.12610 5.14713  -0.56
H -1.46401 8.30345 8.04702  0.24
H -0.47083 7.32870 6.95424  0.29
H 0.10524 8.93301 7.50486  0.34
H 0.48361 9.25547 5.30689  0.40
H -0.80571 10.31513 4.73106  0.40
H -0.31434 8.75913 2.93706  0.37
H -1.92310 8.42033 3.60497  0.18
H -0.76020 6.70713 4.98503  0.05
H -0.45819 5.06227 3.34658  0.09
H -0.48886 6.29819 2.09626  0.28
H -2.59137 5.13877 2.12346  0.37
H -2.94817 6.75697 2.67560  0.41
H -3.61943 7.11925 4.77963  0.29
H -2.51413 6.19095 5.84758  0.17
H -4.19806 5.71813 5.69698  0.31